A 9-piece molecular cluster, C41H59BFN4O29P overall. Source: OMol25; level of theory: the ωB97M-V functional and the def2-TZVPD basis.

Summary:
SMILES = CCCNc1c(CB(O)O)c(P(N)O)c([C@@H](F)CC)c2c1C(=O)N(CNC)C2=O.O=C1OCCO1.O=C1OCCO1.O=C1OCCO1.O=C1OCCO1.O=C1OCCO1.O=C1OCCO1.O=C1OCCO1.O=C1OCCO1
Highest occupied orbital energy = -8.4 eV
DFT total energy = -4464.4131 hartree
Orbital gap = 6.877 eV
LUMO level = -1.5 eV

```
136
Properties=species:S:1:pos:R:3:forces:R:3
C 3.59937 3.71633 -0.43473 -0.570 -0.512 -0.437
C 4.40414 2.29170 -0.08699 -0.972 1.292 0.081
C 3.34729 1.37505 0.76773 -0.030 1.849 1.093
N 3.79207 -0.04599 1.02878 -1.503 -1.480 -2.488
C 3.00593 -1.06514 0.23398 -1.827 -1.865 -0.391
C 3.56888 -1.82359 -1.14666 -1.946 -0.336 0.744
C 5.08736 -1.40462 -1.61018 0.019 0.605 0.323
B 6.26201 -2.43713 -1.00668 1.249 -1.671 0.417
O 7.41149 -1.91171 -0.19299 -3.788 -0.542 0.601
O 6.27282 -3.90348 -1.25168 -0.379 2.740 1.962
C 2.72220 -2.93999 -1.99573 -1.928 3.310 4.186
P 3.29937 -3.89441 -3.54225 0.253 -1.296 -0.683
N 2.31476 -3.26456 -4.93572 1.211 0.531 1.567
O 4.95099 -3.56897 -3.97877 -1.324 -0.548 -0.102
C 1.18279 -3.29879 -1.44760 1.712 2.004 2.125
C 0.17579 -4.36921 -2.17358 -0.720 -0.248 0.623
F -0.05107 -5.51106 -1.21308 0.634 2.230 -1.794
C -1.30661 -3.78370 -2.55591 -0.614 -0.365 -0.895
C -1.33061 -2.22960 -3.07611 -1.161 -0.246 -0.870
C 0.67800 -2.53340 -0.09078 1.549 1.405 0.867
C 1.49080 -1.42832 0.80518 2.664 -1.648 -3.727
C 0.65739 -0.84831 2.09141 1.324 1.220 1.209
O 1.02281 -0.04193 3.09114 -2.590 -5.077 -6.495
N -0.73194 -1.46261 1.81881 2.218 1.000 -0.252
C -1.64082 -0.31261 1.44506 -1.034 -0.301 0.030
N -1.41122 0.12133 0.01436 -0.988 1.060 1.148
C -2.52622 1.13840 -0.25689 0.107 0.103 0.029
C -0.69434 -2.61089 0.79721 -3.516 -2.491 -0.026
O -1.71544 -3.46971 0.82874 6.258 5.109 -0.505
H 2.85581 4.02142 0.43976 1.761 -0.646 -1.665
H 2.90898 3.52235 -1.37963 1.472 0.474 1.904
H 4.32862 4.60369 -0.66357 -1.398 -1.841 0.478
H 5.35302 2.63912 0.54561 -1.967 -1.270 -1.352
H 4.68371 1.76625 -1.09534 -0.336 1.031 1.994
H 3.23919 1.89327 1.83711 0.181 -1.031 -2.262
H 2.25350 1.44616 0.29515 2.563 -0.536 0.818
H 4.82438 -0.17549 0.95783 -1.360 0.266 -0.284
H 5.36040 -0.33960 -1.14835 -0.846 -2.239 -1.033
H 5.21074 -1.26241 -2.78515 -0.566 -0.577 2.610
H 6.99334 -1.57814 0.67744 1.198 -0.443 -2.031
H 6.46751 -4.39777 -0.39658 0.082 1.011 -1.654
H 2.94238 -2.72332 -5.56992 -0.916 -0.098 0.766
H 1.55295 -2.68286 -4.52280 0.903 -0.140 -0.827
H 5.40768 -4.43573 -4.21676 -1.192 1.529 0.803
H 0.60785 -4.86923 -3.15000 -0.399 1.168 2.199
H -2.12259 -3.92614 -1.70765 2.255 0.243 -1.486
H -1.69877 -4.44454 -3.46901 1.006 1.272 2.057
H -0.27929 -1.74594 -3.25074 -2.001 -0.833 0.720
H -2.03259 -1.62593 -2.35122 1.900 -0.864 -1.340
H -1.88013 -2.21367 -4.13573 1.269 -0.032 2.284
H -2.74980 -0.71883 1.52634 2.271 1.004 -0.230
H -1.47069 0.55578 2.21062 -0.314 -1.733 -1.159
H -0.51103 0.66808 -0.06771 -1.179 -0.935 0.292
H -2.46956 1.45844 -1.38129 -0.163 -0.404 2.291
H -2.33743 2.02819 0.49003 -0.865 -1.324 -1.704
H -3.58239 0.64698 -0.04053 2.272 1.032 -0.477
C 5.06233 1.02533 -6.77743 0.067 0.324 -1.133
C 6.16604 1.09149 -5.77222 1.160 0.242 -0.234
O 5.48200 1.04625 -4.53441 -1.029 -0.404 0.107
C 4.27833 0.44596 -4.76782 -1.500 -0.603 1.648
O 3.50474 0.09114 -3.89413 1.623 0.748 -1.929
O 4.05404 0.29380 -6.10574 -0.021 -0.143 1.055
H 5.36535 0.51460 -7.69557 -0.210 -0.004 0.178
H 4.66987 2.01504 -7.03343 0.029 -0.090 0.043
H 6.84092 0.23132 -5.83507 -0.075 0.063 0.012
H 6.75249 2.01039 -5.85802 -0.126 -0.149 0.209
C 1.72687 -5.20483 3.39661 -0.477 0.847 0.567
C 1.01535 -6.17211 2.50718 -1.179 -0.040 -0.221
O 2.05824 -6.72367 1.72598 1.050 0.063 0.386
C 3.21189 -6.57166 2.43987 2.017 -1.076 -0.720
O 4.27823 -7.08384 2.14276 -2.292 1.162 0.665
O 3.01625 -5.77299 3.52951 0.377 -0.647 -0.613
H 1.24486 -5.10472 4.37297 0.252 -0.028 -0.089
H 1.82284 -4.21259 2.94347 -0.007 -0.062 -0.004
H 0.53012 -6.97743 3.06870 0.065 0.050 -0.022
H 0.27147 -5.68357 1.87185 0.184 -0.168 -0.083
C -5.26763 -3.89455 3.47273 0.220 -1.153 0.111
C -4.55455 -3.02826 2.48579 1.056 -0.456 -0.644
O -5.41406 -1.91231 2.35159 -0.947 0.373 0.879
C -6.16185 -1.84788 3.49190 -1.157 1.588 0.391
O -6.88632 -0.91254 3.78850 1.450 -1.841 -0.503
O -5.99234 -2.96569 4.25692 -0.303 1.106 -0.309
H -4.57807 -4.47211 4.09449 -0.218 0.169 0.025
H -5.97445 -4.58007 2.99361 0.044 0.074 0.044
H -3.58328 -2.68411 2.85657 -0.073 -0.072 -0.087
H -4.41135 -3.52568 1.52260 0.002 0.282 0.127
C -6.85630 3.94481 0.94748 -1.123 -0.223 0.360
C -5.63777 3.70465 1.77844 -0.032 -0.272 1.274
O -4.58766 3.72743 0.83034 -0.063 0.452 -1.052
C -5.03218 4.45342 -0.23690 1.220 0.712 -1.650
O -4.32769 4.81758 -1.16359 -1.424 -0.722 1.965
O -6.36694 4.71934 -0.13121 1.133 0.000 -0.298
H -7.63250 4.48771 1.49377 0.159 0.037 -0.232
H -7.28223 3.01689 0.55172 0.058 0.063 0.014
H -5.46891 4.49960 2.51248 -0.039 -0.026 -0.117
H -5.67100 2.74280 2.29749 0.164 0.104 -0.169
C 5.98913 5.63777 2.87439 -0.570 -0.419 0.923
C 6.89943 6.82171 2.82308 0.211 0.767 0.823
O 7.62454 6.62298 1.62440 -0.369 -0.626 -0.696
C 6.85936 5.82287 0.82566 0.592 -0.437 -2.484
O 7.10031 5.58760 -0.34663 -0.601 0.499 2.659
O 5.78949 5.32157 1.50944 0.625 0.313 -0.645
H 5.03760 5.86495 3.36287 0.082 -0.130 -0.226
H 6.44890 4.77796 3.37281 -0.024 0.076 -0.045
H 6.35178 7.76744 2.75256 0.035 -0.089 -0.004
H 7.57449 6.86512 3.68218 0.016 0.024 -0.272
C -0.31773 -5.79003 -7.02199 0.209 -1.123 0.222
C 0.39534 -4.92374 -8.00893 0.985 -0.276 -0.630
O -0.46417 -3.80779 -8.14313 -0.723 0.211 0.719
C -1.21196 -3.74336 -7.00281 -1.434 1.947 0.586
O -1.93642 -2.80802 -6.70622 1.618 -2.094 -0.628
O -1.04244 -4.86116 -6.23779 -0.204 0.919 -0.331
H 0.37182 -6.36758 -6.40023 -0.204 0.174 0.046
H -1.02455 -6.47555 -7.50110 0.043 0.072 0.029
H 1.36662 -4.57958 -7.63815 -0.118 -0.034 0.038
H 0.53855 -5.42116 -8.97211 -0.115 0.232 0.078
C -7.28558 0.18668 7.14619 0.901 -0.622 -0.573
C -8.75076 0.07094 6.87633 -0.477 -0.664 -0.871
O -9.33841 0.72801 7.98315 0.528 0.651 0.605
C -8.40312 1.59310 8.47357 -0.462 1.783 1.773
O -8.62683 2.44151 9.32082 0.504 -1.904 -1.897
O -7.18584 1.38554 7.89166 -0.838 0.405 0.511
H -6.69673 0.25157 6.22712 -0.077 0.083 0.221
H -6.90574 -0.64062 7.75478 -0.056 0.056 -0.027
H -9.04903 0.58854 5.95849 0.067 -0.063 0.075
H -9.08291 -0.96942 6.82165 -0.065 0.241 0.101
C -3.47955 9.29360 1.64713 0.626 0.922 -0.129
C -3.12624 7.88691 1.28744 0.959 -0.354 -0.717
O -4.03456 7.11749 2.05234 -0.884 0.353 0.398
C -5.10657 7.91923 2.32001 -2.144 -0.700 0.962
O -6.15155 7.52978 2.81400 2.323 0.768 -1.108
O -4.85696 9.21267 1.96198 -0.422 -0.931 0.260
H -3.31103 9.98958 0.82079 -0.201 -0.064 0.176
H -2.93578 9.64910 2.52862 -0.053 -0.036 -0.057
H -3.28855 7.67348 0.22565 -0.001 -0.007 0.104
H -2.09335 7.63815 1.54613 -0.252 -0.121 0.033
```
Forces are in eV/Å.

Atom charges from the Löwdin analysis, given in e for atoms 1 to 6:
1 C -0.142
2 C -0.213
3 C -0.233
4 N -0.045
5 C -0.036
6 C -0.036

One molecule with the formula C3H8N4O. Source: OMol25; level of theory: the ωB97M-V functional and the def2-TZVPD basis.

Summary:
SMILES = CO/N=C/N=C/NN
Energy relative to the best compared isomer or geometry (same formula, charge and spin) = 538.5 kJ/mol
Highest occupied orbital energy = -8.4 eV
DFT total energy = -413.2110 hartree
Orbital gap = 9.248 eV
LUMO level = 0.8 eV

```
16
Properties=species:S:1:pos:R:3:forces:R:3
C -3.35509 -0.57242 0.25316 0.337 -3.060 -1.400
C -0.37633 1.19883 -0.28497 -2.750 -4.423 3.218
C 1.41226 -0.22587 -0.41085 -3.118 -2.169 -1.303
H -3.00619 -1.54698 -0.32443 -0.852 1.599 0.844
H -4.44005 -0.41682 -0.02387 1.306 0.076 0.792
H -3.08326 -0.86288 1.29421 -0.747 0.863 -0.432
H -0.77949 2.13651 -0.53586 0.161 1.252 -1.054
H 0.77859 -1.11848 -0.77310 0.281 1.756 -0.045
H 3.12562 -1.27261 -1.03667 -1.445 1.706 2.191
H 3.13681 0.13597 1.44397 1.255 -0.322 -1.928
H 3.30462 1.27505 0.36707 0.045 -2.382 -1.238
N -1.26865 0.29888 0.20585 2.371 1.371 -2.216
N 0.97244 0.92125 -0.06406 -0.262 0.972 -0.393
N 2.65147 -0.64265 -0.27910 2.891 -0.366 -1.180
N 3.51792 0.20651 0.42475 -0.229 1.902 3.417
O -2.59065 0.48572 -0.25608 0.754 1.225 0.727
```
Forces are in eV/Å.

Atom charges from the natural (NBO) analysis, given in e for atoms 1 to 6:
1 C -0.263
2 C 0.191
3 C 0.310
4 H 0.156
5 H 0.202
6 H 0.196